A molecular structure, C41H40AsClCrN4S2. Source: the OMol25 dataset; level of theory: the ωB97M-V functional and the def2-TZVPD basis.

Output
ΔE to the lowest compared entry with this formula, charge and spin, kJ/mol: 29.4
Lowest unoccupied orbital energy (alpha / beta), eV: -2.4 / -2.4
Expectation value of S²: 3.8414
Charge: +1
Orbital gap (alpha / beta), eV: 7.75 / 7.72
Multiplicity: 4

Last column: Löwdin charge in e.
Geometry (Å):
Cr -1.6554 0.6232 1.0005  0.742
C -2.5605 1.8680 2.6360  -0.263
C -3.5595 1.6993 1.6263  -0.256
C -3.8526 0.3216 1.5230  -0.256
C -3.0413 -0.3768 2.4717  -0.260
C -2.2606 0.5835 3.1740  -0.257
C -1.4993 0.3388 4.4366  -0.003
C -3.1947 -1.8191 2.8469  -0.015
C -4.9101 -0.2849 0.6532  -0.003
C -4.2637 2.7988 0.8955  -0.005
C -2.1269 3.1703 3.2376  -0.011
H -0.6916 1.0588 4.5658  0.082
H -1.0668 -0.6591 4.4647  0.072
H -2.1781 0.4369 5.2875  0.106
H -3.4429 -2.4368 1.9855  0.067
H -4.0020 -1.9247 3.5751  0.102
H -2.2851 -2.2102 3.3020  0.079
H -4.6895 -1.3274 0.4226  0.077
H -5.0177 0.2590 -0.2856  0.081
H -5.8741 -0.2551 1.1658  0.101
H -4.5485 2.4910 -0.1117  0.082
H -3.6418 3.6904 0.8210  0.071
H -5.1763 3.0774 1.4264  0.103
H -1.0996 3.1168 3.6012  0.081
H -2.7691 3.4130 4.0872  0.102
H -2.2001 3.9885 2.5234  0.065
N -0.9488 3.9935 0.1272  0.135
C -1.3526 3.1452 -0.8349  -0.654
N -1.5210 1.8538 -0.6643  0.009
C -2.0478 1.2574 -1.8046  -0.327
C -2.2790 2.0954 -2.8362  -0.319
S -1.8254 3.7037 -2.4122  1.101
C -2.2161 -0.1820 -1.7293  -0.329
C -2.7271 -1.0507 -2.6264  -0.309
S -2.5420 -2.6700 -2.0632  1.122
C -1.7626 -2.0704 -0.6355  -0.643
N -1.7086 -0.7623 -0.5764  0.018
N -1.3125 -2.8879 0.3402  0.152
H -0.4271 3.5885 0.8934  0.037
H -0.6568 4.9159 -0.1517  0.115
H -2.6919 1.8679 -3.8044  0.087
H -3.1898 -0.8478 -3.5774  0.093
H -1.1484 -3.8545 0.1156  0.113
H -0.7004 -2.4740 1.0270  0.095
Cl 1.9111 2.9815 1.7374  0.719
C 1.8510 1.6021 2.8031  -0.598
C 2.5511 1.7079 3.9948  -0.112
C 2.6353 0.6146 4.8389  -0.082
C 2.0240 -0.5735 4.4676  -0.083
C 1.3167 -0.6511 3.2834  -0.085
C 1.1768 0.4370 2.4103  -0.326
C 0.4252 0.2826 1.1452  -0.195
H 3.0435 2.6388 4.2415  0.105
H 3.1859 0.6909 5.7665  0.107
H 2.1116 -1.4464 5.1022  0.110
H 0.8631 -1.5940 2.9939  0.113
H 0.5583 -0.7429 0.7933  0.037
H 0.8311 0.9517 0.3810  -0.025
C 5.1860 1.0665 -5.3345  -0.084
C 3.8741 1.4709 -5.5391  -0.086
C 2.9189 1.2300 -4.5646  -0.138
C 3.2594 0.5667 -3.3885  -0.392
C 4.5761 0.1744 -3.1844  -0.097
C 5.5354 0.4241 -4.1564  -0.078
As 1.8285 0.3020 -2.0763  1.376
C 1.0847 -1.3140 -2.8794  -0.320
C 0.2871 -1.3955 -4.0096  -0.113
C -0.1300 -2.6349 -4.4754  -0.111
C 0.2355 -3.7905 -3.7976  -0.103
C 1.0094 -3.7156 -2.6498  -0.037
C 1.4447 -2.4774 -2.1851  -0.204
C 2.3119 -2.2476 -1.0185  -0.206
C 2.7509 -3.2180 -0.1227  -0.027
C 3.5856 -2.8661 0.9280  -0.071
C 3.9922 -1.5481 1.0909  -0.073
C 3.5477 -0.5727 0.2103  -0.104
C 2.7068 -0.9149 -0.8376  -0.358
H 5.9352 1.2551 -6.0921  0.105
H 3.5991 1.9796 -6.4541  0.104
H 1.8951 1.5573 -4.7190  0.088
H 4.8582 -0.3326 -2.2698  0.093
H 6.5597 0.1150 -3.9924  0.107
H -0.0090 -0.4907 -4.5299  0.103
H -0.7384 -2.7038 -5.3687  0.108
H -0.0861 -4.7564 -4.1661  0.109
H 1.2900 -4.6260 -2.1331  0.108
H 2.4505 -4.2522 -0.2440  0.106
H 3.9228 -3.6244 1.6231  0.107
H 4.6466 -1.2816 1.9107  0.111
H 3.8522 0.4593 0.3476  0.112

A molecular structure, C41H40Br36F5N3. Source: the OMol25 dataset; level of theory: the ωB97M-V functional and the def2-TZVPD basis.

Output
Lowest unoccupied orbital energy, eV: -0.5
Orbital gap, eV: 8.48

Last column: Löwdin charge in e.
Geometry (Å):
C 5.8235 0.7756 0.9512  -0.089
C 6.1006 0.4911 -0.5384  -0.235
C 4.7954 0.1393 -1.2818  -0.163
C 4.3578 -1.3379 -1.0677  -0.279
C 3.7473 -1.9861 -2.3358  -0.090
C 3.5623 -1.5834 0.1994  -0.096
C 4.2464 -2.3276 1.1989  0.017
C 3.7219 -2.6866 2.4061  -0.139
C 4.5094 -3.5020 3.3931  -0.147
C 5.8979 -2.8963 3.7107  -0.270
N 6.5485 -3.6430 4.7981  -0.017
C 2.3921 -2.2658 2.7046  -0.129
N 1.8743 -2.5959 3.9296  0.224
C 0.6489 -2.1738 4.0978  -0.209
C -0.0338 -2.4140 5.4030  -0.190
C -0.5368 -3.6735 5.7223  -0.076
C -1.1460 -3.9004 6.9339  -0.072
C -1.2713 -2.8525 7.8530  -0.079
C -0.8163 -1.5939 7.5097  -0.232
C -0.1774 -1.3516 6.2776  -0.170
C -0.0955 -1.4816 3.1156  -0.023
N 0.3998 -1.1647 1.9590  0.172
C 1.6891 -1.5407 1.7327  -0.120
C 2.2739 -1.1739 0.4804  0.010
C 1.3987 -0.3659 -0.4643  -0.407
F 1.0471 0.7855 0.2058  0.060
F 2.0182 0.0693 -1.5868  0.055
C 0.0875 -1.0247 -0.9044  -0.098
C 0.0422 -2.1391 -1.7317  -0.004
C -1.1731 -2.6882 -2.1238  -0.046
C -2.3770 -2.1457 -1.6986  -0.001
C -2.3310 -1.0511 -0.8443  -0.102
C -3.5825 -0.4245 -0.3021  -0.573
F -3.6583 -0.6518 1.0348  0.125
F -3.5824 0.9128 -0.4272  0.087
F -4.6959 -0.9143 -0.8389  0.160
C -1.1173 -0.4979 -0.4592  0.035
H 5.8078 -0.1641 1.5038  0.052
H 4.8434 1.2373 1.0660  0.075
H 6.5696 1.4362 1.3875  0.068
H 6.4211 1.4426 -0.9692  0.101
H 6.8638 -0.2732 -0.6783  0.099
H 4.9612 0.2698 -2.3525  0.096
H 4.0489 0.8436 -0.9283  0.104
H 5.3134 -1.8523 -0.9419  0.118
H 4.4334 -2.7393 -2.7349  -0.043
H 3.5741 -1.2601 -3.1256  0.029
H 2.8539 -2.5299 -2.0453  0.052
H 5.2503 -2.6623 0.9664  0.121
H 3.9976 -3.6255 4.3426  0.097
H 4.6575 -4.5097 2.9933  0.123
H 6.5324 -2.9207 2.8288  0.102
H 5.7543 -1.8852 4.0882  0.116
H 6.6221 -4.6199 4.5298  0.061
H 5.9207 -3.6625 5.5950  0.061
H -0.4414 -4.5261 5.0481  -0.060
H -1.5062 -4.8846 7.2058  0.102
H -1.7235 -3.0107 8.8222  0.106
H -0.9247 -0.7765 8.2124  0.030
H 0.2036 -0.3855 5.9875  0.103
H -1.1133 -1.1877 3.3436  0.117
H 0.9400 -2.5931 -2.1240  0.095
H -1.1826 -3.5393 -2.7912  0.107
H -3.3347 -2.5408 -2.0037  0.119
H -1.1541 0.3513 0.2045  0.127
C 2.8582 0.5124 -5.9688  -1.618
Br 3.8770 -1.0692 -6.3950  0.569
Br 1.4473 0.1306 -4.7202  0.625
Br 3.9998 1.9307 -5.3458  0.586
H 2.3956 0.8491 -6.8851  -0.030
C -5.1924 2.9029 -1.7347  -1.611
Br -6.9306 3.1291 -0.9322  0.613
Br -5.2465 3.1741 -3.6411  0.580
Br -3.8708 4.0215 -0.8969  0.588
H -4.8950 1.8785 -1.5655  -0.064
C -0.6537 5.1990 -2.6893  -1.653
Br 1.0128 6.1592 -2.7745  0.581
Br -1.5400 5.1430 -4.3964  0.544
Br -0.4249 3.4352 -1.9599  0.558
H -1.3008 5.7435 -2.0161  -0.046
C -5.0391 6.0492 -6.8767  -1.632
Br -3.7616 4.7452 -7.5024  0.536
Br -4.7414 7.7716 -7.6786  0.579
Br -6.8530 5.4527 -7.1245  0.552
H -4.8824 6.1615 -5.8125  -0.043
C -7.2011 5.9250 1.9764  -1.654
Br -6.3774 7.3459 0.9810  0.546
Br -6.2572 5.5666 3.6102  0.574
Br -9.0796 6.2291 2.2675  0.574
H -7.1124 5.0373 1.3655  -0.092
C -7.3674 9.7412 -2.4056  -1.654
Br -7.5091 11.5194 -3.1278  0.577
Br -8.8023 9.3425 -1.1901  0.551
Br -7.2391 8.4079 -3.7899  0.557
H -6.4471 9.6997 -1.8408  -0.037
C -5.4696 3.3082 -11.2193  -1.651
Br -5.6124 2.2667 -12.8322  0.571
Br -6.2179 5.0683 -11.4325  0.564
Br -6.2356 2.3957 -9.7098  0.547
H -4.4164 3.4340 -11.0135  -0.035
C 7.9293 -1.3535 -5.9854  -1.651
Br 9.4976 -1.1850 -7.0854  0.585
Br 7.2411 -3.1528 -5.9998  0.548
Br 8.2379 -0.7315 -4.1902  0.569
H 7.1661 -0.7189 -6.4146  -0.054
C -3.5613 0.6110 4.5997  -1.593
Br -2.8343 2.1766 3.7498  0.577
Br -2.5113 0.0600 6.1251  0.773
Br -5.4324 0.8227 5.0233  0.576
H -3.4905 -0.1903 3.8772  -0.049
C -2.3497 -7.5650 3.9176  -1.621
Br -0.7659 -6.4902 4.1597  0.701
Br -3.1540 -7.2590 2.1972  0.578
Br -1.9983 -9.4329 4.2220  0.578
H -3.0626 -7.2481 4.6648  -0.028
C -3.0469 1.8088 10.0749  -1.627
Br -3.7057 3.3450 9.1230  0.578
Br -3.9508 0.2004 9.5261  0.561
Br -1.1334 1.6442 9.9188  0.588
H -3.2679 1.9597 11.1212  -0.032
C 3.9099 -5.2626 -4.7378  -1.627
Br 4.6915 -5.0385 -2.9944  0.656
Br 4.7419 -6.6949 -5.7215  0.580
Br 1.9998 -5.4781 -4.6312  0.575
H 4.0962 -4.3498 -5.2883  -0.058

Taking the records one at a time from the top gives electronic energy values of -172577.524; -2582749.904 eV.